# 1
The following is a quantum chemistry calculation of the molecule C4H8N4 at a distorted geometry, from the Open Molecules 2025 dataset.

Properties
LUMO energy in eV: 0.445
ΔE to the lowest compared entry with this formula, charge and spin in eV: 5.7809
Orbital gap in eV: 9.9
SMILES: [H]/N=C(/C(N)=N\[H])N1CC1
HOMO energy in eV: -9.439
Total energy in eV: -10232.46127

Each atom is followed by the atoms it is bonded to, with distances in Å.
Atoms and positions in Å:
1 C 1.674 -0.121 -0.048  C2 1.395, N13 1.464, N14 1.261
2 C 0.450 0.529 -0.202  C1 1.395, N15 1.211, N16 1.536
3 C -2.071 0.372 0.107  C4 1.414, H9 1.231, H10 1.208, N16 1.417
4 C -1.596 -0.934 0.365  C3 1.414, H11 1.008, H12 1.139, N16 1.518
5 H 2.451 -1.717 -0.839  N13 1.216
6 H 0.559 -1.601 -0.867  N13 1.126
7 H 3.097 1.204 0.470  N14 0.999
8 H -0.148 2.487 -0.333  N15 1.102
9 H -3.214 0.450 -0.345  C3 1.231
10 H -1.810 1.284 0.856  C3 1.208
11 H -2.144 -1.742 0.113  C4 1.008
12 H -1.213 -0.618 1.390  C4 1.139
13 N 1.445 -1.562 -0.174  C1 1.464, H5 1.216, H6 1.126
14 N 2.805 0.254 0.364  C1 1.261, H7 0.999
15 N 0.640 1.725 -0.224  C2 1.211, H8 1.102
16 N -0.924 -0.008 -0.633  C2 1.536, C3 1.417, C4 1.518

***

# 2
The following is a quantum chemistry calculation of the molecule C4H8N4 at a distorted geometry, from the Open Molecules 2025 dataset.

Properties
LUMO energy in eV: 0.549
ΔE to the lowest compared entry with this formula, charge and spin in eV: 2.6844
Orbital gap in eV: 10.1
SMILES: [H]/N=C(\CC#N)N(C)N
HOMO energy in eV: -9.567
Total energy in eV: -10235.55769

Each atom is followed by the atoms it is bonded to, with distances in Å.
Atoms and positions in Å:
1 C -1.568 -0.578 0.590  C4 1.494, C7 1.585, H12 1.093, H13 1.091
2 C 1.832 -0.054 -0.351  N3 1.478, H14 1.093, H15 1.093, H16 1.094
3 N 0.538 0.462 0.143  C2 1.478, C4 1.433, N5 1.444
4 C -0.640 -0.078 -0.468  C1 1.494, N3 1.433, N6 1.290
5 N 0.505 1.905 0.101  N3 1.444, H9 1.020, H10 1.026
6 N -0.726 -0.278 -1.739  C4 1.290, H11 1.024
7 C -0.520 -1.323 1.517  C1 1.585, N8 1.162
8 N -0.086 -2.116 2.248  C7 1.162
9 H -0.182 2.249 0.771  N5 1.020
10 H 0.170 2.177 -0.830  N5 1.026
11 H -1.491 -0.921 -1.962  N6 1.024
12 H -1.918 0.255 1.205  C1 1.093
13 H -2.397 -1.154 0.175  C1 1.091
14 H 2.620 0.259 0.338  C2 1.093
15 H 1.811 -1.146 -0.390  C2 1.093
16 H 2.051 0.340 -1.348  C2 1.094

***

# 3
The following is a quantum chemistry calculation of the molecule C4H8N4 at a distorted geometry, from the Open Molecules 2025 dataset.

Properties
LUMO energy in eV: 0.840
ΔE to the lowest compared entry with this formula, charge and spin in eV: 3.2328
Orbital gap in eV: 9.7
SMILES: [H]/N=C/N(/C=N/C)N=C
HOMO energy in eV: -8.822
Total energy in eV: -10235.00935

Each atom is followed by the atoms it is bonded to, with distances in Å.
Atoms and positions in Å:
1 C 0.822 0.100 -2.477  H5 1.184, H6 1.105, H7 1.146, N13 1.418
2 C -0.004 0.327 -0.288  H8 1.148, N13 1.269, N14 1.363
3 C 0.527 -1.157 1.505  H9 1.146, N14 1.346, N15 1.272
4 C -2.058 1.091 1.290  H11 1.043, H12 1.077, N16 1.276
5 H 0.804 1.284 -2.482  C1 1.184
6 H 0.130 -0.265 -3.257  C1 1.105
7 H 1.896 -0.242 -2.684  C1 1.146
8 H 0.006 1.469 -0.400  C2 1.148
9 H 0.120 -1.220 2.574  C3 1.146
10 H 2.209 -2.141 1.628  N15 1.045
11 H -2.805 1.452 1.921  C4 1.043
12 H -1.979 1.326 0.242  C4 1.077
13 N 0.290 -0.421 -1.270  C1 1.418, C2 1.269
14 N -0.264 -0.234 0.928  C2 1.363, C3 1.346, N16 1.410
15 N 1.644 -1.515 1.011  C3 1.272, H10 1.045
16 N -1.339 0.146 1.757  C4 1.276, N14 1.410

***

# 4
The following is a quantum chemistry calculation of the ion C4H8N4 with charge +2 at a distorted geometry, from the Open Molecules 2025 dataset.

Properties
LUMO energy in eV: -10.637
ΔE to the lowest compared entry with this formula, charge and spin in eV: 2.6567
Orbital gap in eV: 9.9
SMILES: CN/C=[NH+]/C(=[NH2+])C#N
HOMO energy in eV: -20.568
Total energy in eV: -10217.98344
Charge: +2

Each atom is followed by the atoms it is bonded to, with distances in Å.
Atoms and positions in Å:
1 C 3.191 -0.996 -0.394  C3 1.441, N5 1.171
2 C 0.735 0.259 0.890  N6 1.341, N8 1.393, H9 1.083
3 C 1.835 -1.038 -0.879  C1 1.441, N7 1.315, N8 1.386
4 C -1.613 1.125 0.737  N6 1.447, H10 1.087, H11 1.060, H12 1.029
5 N 4.362 -1.008 -0.424  C1 1.171
6 N -0.309 0.970 1.344  C2 1.341, C4 1.447, H13 1.054
7 N 1.686 -1.644 -2.036  C3 1.315, H14 1.074, H15 1.058
8 N 0.708 -0.502 -0.277  C2 1.393, C3 1.386, H16 1.017
9 H 1.681 0.373 1.403  C2 1.083
10 H -2.156 0.313 1.213  C4 1.087
11 H -1.926 2.084 1.061  C4 1.060
12 H -1.595 1.294 -0.278  C4 1.029
13 H -0.272 1.387 2.311  N6 1.054
14 H 2.298 -2.188 -2.730  N7 1.074
15 H 0.690 -1.962 -2.197  N7 1.058
16 H -0.229 -0.557 -0.666  N8 1.017

***

# 5
The following is a quantum chemistry calculation of the molecule C4H8N4O at a distorted geometry, from the Open Molecules 2025 dataset.

Properties
LUMO energy in eV: 0.677
ΔE to the lowest compared entry with this formula, charge and spin in eV: 1.7636
Orbital gap in eV: 9.3
SMILES: CN[C@H]1N=C(N)NC1=O
HOMO energy in eV: -8.613
Total energy in eV: -12284.67346

Each atom is followed by the atoms it is bonded to, with distances in Å.
Atoms and positions in Å:
1 C -1.553 -0.595 -0.210  C3 1.690, N6 1.352, O9 1.185
2 C -0.615 0.506 1.503  N5 1.269, N6 1.402, N7 1.330
3 C 0.137 -0.581 -0.209  C1 1.690, N5 1.416, N8 1.446, H10 1.133
4 C 1.832 -0.037 -2.043  N8 1.431, H11 1.091, H12 1.113, H13 1.134
5 N 0.473 0.178 0.939  C2 1.269, C3 1.416
6 N -1.823 0.148 0.887  C1 1.352, C2 1.402, H14 1.002
7 N -0.502 1.059 2.707  C2 1.330, H15 1.064, H16 1.054
8 N 0.515 -0.014 -1.485  C3 1.446, C4 1.431, H17 0.960
9 O -2.327 -1.063 -0.975  C1 1.185
10 H 0.767 -1.510 -0.059  C3 1.133
11 H 2.359 -0.815 -1.489  C4 1.091
12 H 1.876 -0.359 -3.107  C4 1.113
13 H 2.456 0.899 -2.190  C4 1.134
14 H -2.729 0.461 1.180  N6 1.002
15 H 0.491 1.173 3.074  N7 1.064
16 H -1.158 0.891 3.514  N7 1.054
17 H -0.199 -0.342 -2.038  N8 0.960

***

# 6
The following is a quantum chemistry calculation of a cluster of 2 separate species, C4H8N4O2 in total at a distorted geometry, from the Open Molecules 2025 dataset.

Properties
LUMO energy (alpha / beta) in eV: -0.204 / -0.204
ΔE to the lowest compared entry with this formula, charge and spin in eV: 6.3866
Orbital gap (alpha / beta) in eV: 8.2 / 8.2
HOMO energy (alpha / beta) in eV: -8.424 / -8.425
Total energy in eV: -14326.71497

Each atom is followed by the atoms it is bonded to, with distances in Å.
Atoms and positions in Å:
1 C -0.760 -0.246 -0.265  C2 1.530, C3 1.557, N7 1.434, H11 1.199
2 C -2.043 0.312 -0.884  C1 1.530, N5 1.395, H12 1.124
3 C 0.250 -0.943 -1.223  C1 1.557, H13 1.056, H14 1.174, H15 1.128
4 C 0.757 1.376 1.266  N7 1.456, H16 1.075, H17 1.167, H18 1.080
5 N -2.001 1.697 -0.727  C2 1.395, N6 1.231
6 N -1.083 2.009 0.033  N5 1.231, N7 1.352
7 N -0.341 0.944 0.414  C1 1.434, C4 1.456, N6 1.352
8 N -3.518 -0.362 0.268  O9 1.167, O10 1.162
9 O -4.448 -0.512 -0.420  N8 1.167
10 O -3.250 -0.531 1.386  N8 1.162
11 H -0.964 -1.109 0.543  C1 1.199
12 H -2.569 -0.183 -1.745  C2 1.124
13 H 0.527 -0.262 -1.981  C3 1.056
14 H -0.226 -1.863 -1.776  C3 1.174
15 H 1.019 -1.384 -0.525  C3 1.128
16 H 1.522 1.795 0.638  C4 1.075
17 H 0.200 2.185 1.897  C4 1.167
18 H 1.140 0.586 1.895  C4 1.080

***

# 7
The following is a quantum chemistry calculation of a cluster of 2 separate species, C4H8N4O3 in total at a distorted geometry, from the Open Molecules 2025 dataset.

Properties
LUMO energy (alpha / beta) in eV: -0.047 / -0.047
ΔE to the lowest compared entry with this formula, charge and spin in eV: 5.5793
Orbital gap (alpha / beta) in eV: 7.1 / 7.1
HOMO energy (alpha / beta) in eV: -7.129 / -7.128
Total energy in eV: -16376.96655

Each atom is followed by the atoms it is bonded to, with distances in Å.
Atoms and positions in Å:
1 C -0.213 0.748 0.664  C2 1.752, C3 1.373, N7 1.385
2 C -1.017 -0.339 -0.451  C1 1.752, N6 1.446, O9 1.245
3 C 0.221 0.237 1.861  C1 1.373, N5 1.441, O11 1.220
4 C -0.447 -2.035 1.215  N5 1.318, N6 1.295, H12 1.114
5 N -0.030 -1.161 2.109  C3 1.441, C4 1.318, H13 1.038
6 N -0.977 -1.679 0.089  C2 1.446, C4 1.295, O10 1.390
7 N -0.312 2.091 0.340  C1 1.385, H14 0.952, H16 0.962
8 N 1.585 1.355 -2.346  H17 1.037, H18 1.050, H19 1.001
9 O -1.567 -0.091 -1.541  C2 1.245
10 O -1.523 -2.643 -0.750  N6 1.390, H15 1.003
11 O 0.816 0.816 2.756  C3 1.220
12 H -0.788 -3.079 1.400  C4 1.114
13 H 0.513 -1.341 2.974  N5 1.038
14 H 0.118 2.192 -0.503  N7 0.952
15 H -2.139 -1.999 -1.209  O10 1.003
16 H 0.234 2.530 0.999  N7 0.962
17 H 1.457 2.125 -3.030  N8 1.037
18 H 2.294 1.716 -1.660  N8 1.050
19 H 1.776 0.556 -2.917  N8 1.001

***

# 8
The following is a quantum chemistry calculation of a cluster of 2 separate species, C4H8N4OS in total at a distorted geometry, from the Open Molecules 2025 dataset.

Properties
LUMO energy in eV: 0.663
ΔE to the lowest compared entry with this formula, charge and spin in eV: 0.0000
Orbital gap in eV: 9.8
HOMO energy in eV: -9.132
Total energy in eV: -23118.78051

Each atom is followed by the atoms it is bonded to, with distances in Å.
Atoms and positions in Å:
1 C -1.792 -0.075 2.149  C2 1.437, C3 1.366, H11 1.119
2 C -0.414 -0.152 1.747  C1 1.437, N7 1.317, H12 1.120
3 C -2.403 -1.278 2.359  C1 1.366, N5 1.284, H13 1.055
4 C -0.596 -2.369 1.821  N5 1.299, N7 1.315, H14 1.152
5 N -1.802 -2.412 2.301  C3 1.284, C4 1.299
6 N 2.414 1.541 -2.229  S10 1.661, H15 0.962, H16 1.017
7 N 0.135 -1.324 1.501  C2 1.317, C4 1.315
8 N 0.520 -0.040 -1.509  S10 1.714, H17 1.027, H18 0.913
9 O 0.628 2.421 -0.826  S10 1.432
10 S 1.459 1.257 -0.899  N6 1.661, N8 1.714, O9 1.432
11 H -2.483 0.803 2.092  C1 1.119
12 H 0.135 0.816 1.616  C2 1.120
13 H -3.419 -1.372 2.627  C3 1.055
14 H -0.256 -3.469 1.789  C4 1.152
15 H 3.191 0.981 -2.320  N6 0.962
16 H 2.370 2.551 -2.341  N6 1.017
17 H 0.458 -0.162 -2.527  N8 1.027
18 H 0.344 -0.796 -1.029  N8 0.913

***

Question: Look up the ΔE to the lowest compared entry with this formula, charge and spin of the fourth one.
Answer: 2.6567 eV

***

Question: Number 2 is which compound?
Answer: C4H8N4

***

Question: Among the records above, which one has the highest ΔE to the lowest compared entry with this formula, charge and spin?
Answer: C4H8N4O2